No. 1
17
Properties=species:S:1:pos:R:3:forces:R:3:mulliken_charge:R:1 method="wB97M-V/def2-TZVPD" lumo_ev=0.6 de_lowest_kcal_mol=25.4 multiplicity=1 orbital_gap_ha=0.3776 e_homo_ha=-0.35432 largest_force_ev_per_a=1.01 smiles="C=NCC.O.O" charge=0
C -0.68554 -0.67372 -0.43346 0.7 -0.5 -0.5 -0.21
N 0.21591 0.18979 -0.54374 0.1 0.4 0.3 -0.26
C 0.91071 0.33823 -1.82570 0.4 -0.4 0.3 -0.37
C 1.43223 -0.94860 -2.48861 -0.7 0.7 0.2 -1.06
H -0.85117 -1.38545 -1.24593 -0.6 -0.1 0.1 0.16
H -1.18617 -0.78176 0.51774 -0.3 -0.1 0.0 0.12
H 0.20986 0.84308 -2.48940 0.3 0.3 -0.1 0.30
H 1.78395 0.95180 -1.59329 -0.3 0.3 -0.4 0.29
H 2.00294 -0.65517 -3.36632 0.1 -0.1 -0.1 0.33
H 2.07419 -1.46650 -1.79117 0.2 -0.3 0.1 0.30
H 0.60104 -1.58063 -2.80008 0.2 -0.2 -0.1 0.36
O -0.14940 -0.53374 2.89811 -0.3 0.4 0.1 -0.61
H 0.79928 -0.65993 2.96250 0.0 -0.3 -0.1 0.31
H -0.56802 -1.36433 2.66697 0.3 -0.3 0.1 0.32
O -1.54227 1.79721 1.63361 0.0 0.0 -0.1 -0.61
H -2.05979 0.98638 1.63593 0.0 0.1 0.1 0.31
H -0.63611 1.46951 1.54503 -0.1 0.1 0.0 0.30


No. 2
8
Properties=species:S:1:pos:R:3:forces:R:3:mulliken_charge:R:1 method="wB97M-V/def2-TZVPD" lumo_ev="-0.4 / 0.4" de_lowest_kcal_mol=89.7 multiplicity=1 orbital_gap_ha="0.3057 / 0.3493" e_homo_ha="-0.31969 / -0.33402" largest_force_ev_per_a=3.56 charge=0
C -0.78774 -0.58753 -0.67985 2.2 0.0 0.9 0.28
C 1.10728 0.35310 1.15206 2.1 -0.3 -2.8 -0.32
N -1.66247 0.14385 -1.05142 0.2 0.7 1.7 -0.39
F -0.13183 -1.61192 -1.25876 -0.5 0.0 0.0 -0.19
F 1.10764 1.64802 0.83258 -0.3 0.3 0.1 -0.19
H 0.55709 0.13698 2.01834 -0.4 -0.5 1.0 0.32
H 2.10283 -0.10466 0.76246 -2.2 0.3 1.1 0.26
H -2.29280 0.02217 -1.77541 -1.2 -0.3 -2.0 0.24


No. 3
57
Properties=species:S:1:pos:R:3:forces:R:3:mulliken_charge:R:1 method="wB97M-V/def2-TZVPD" lumo_ev=-0.5 de_lowest_kcal_mol=94.8 multiplicity=1 orbital_gap_ha=0.3752 e_homo_ha=-0.39244 largest_force_ev_per_a=2.63 charge=0
O -4.01869 2.31093 1.32865 -0.1 -0.6 -0.5 -0.60
H -4.07660 2.09717 2.26332 0.2 0.5 0.0 0.29
H -3.76204 3.22656 1.17663 -0.1 0.0 0.6 0.32
O -2.93069 -0.08558 -0.97491 0.1 -0.4 0.1 -0.53
H -3.64132 0.47931 -0.64110 0.2 0.2 0.0 0.24
H -3.25566 -0.38164 -1.82983 -0.2 0.2 -0.1 0.28
O -3.14425 -2.75383 1.13239 -0.4 -0.3 0.6 -0.55
H -3.93093 -2.19781 1.06923 0.2 -0.3 -0.1 0.25
H -3.13490 -3.30573 0.33424 -0.1 0.6 0.1 0.35
O 0.48781 -2.01896 -4.58664 0.4 0.4 -0.5 -0.63
H -0.42840 -2.11657 -4.31547 0.1 0.0 0.1 0.29
H 0.87845 -1.42852 -3.91660 -0.8 -0.8 -0.6 0.34
O -0.29081 4.04803 1.18894 0.7 -1.0 -0.3 -0.65
H -0.11807 3.21281 1.66405 -0.6 0.4 0.5 0.36
H 0.26728 3.81939 0.42507 -0.1 0.7 -0.2 0.32
O 4.50039 0.06964 -0.48105 -0.2 0.9 0.0 -0.59
H 5.21791 0.64075 -0.78545 0.2 -0.4 -0.1 0.28
H 3.86713 0.73684 -0.16600 -0.1 -0.5 0.1 0.27
O 0.77934 -1.32831 -2.07366 -0.3 0.8 0.5 -0.53
H 0.82867 -2.03426 -1.42537 0.4 -0.3 -0.4 0.16
H 1.69606 -1.15288 -2.32245 0.1 -0.3 0.6 0.35
O -3.37142 2.55729 -1.29112 0.2 0.4 -0.3 -0.68
H -2.73039 2.62815 -2.00885 -0.1 0.0 -0.1 0.33
H -2.80080 2.38098 -0.53573 -0.1 0.0 0.1 0.30
O -0.79861 1.38688 1.76891 0.2 0.7 0.8 -0.83
H -0.98003 0.52923 2.17540 -0.7 0.0 -0.4 0.27
H -1.03195 1.60463 0.84588 0.1 -1.2 0.3 0.30
O 2.52013 3.95183 0.56834 0.2 0.0 0.0 -0.59
H 3.23757 3.31782 0.49373 0.0 -0.1 0.0 0.29
H 2.31458 3.96065 1.51177 -0.1 0.1 -0.1 0.30
O -2.14553 -2.75308 -1.28049 -0.3 -1.2 -1.1 -0.61
H -1.35342 -2.86918 -0.75690 0.1 0.5 0.2 0.27
H -2.18383 -1.85599 -1.60411 0.4 0.1 0.4 0.30
O -0.33163 -1.14344 3.49362 0.6 1.0 -0.1 -0.64
H -0.11169 -1.33908 2.55831 -0.4 -0.6 0.6 0.28
H -0.90783 -1.82742 3.82725 -0.2 -0.4 -0.2 0.34
O -0.30626 1.16167 -0.90254 -0.6 0.9 2.4 -0.13
H -0.90620 0.45194 -1.12613 0.5 0.0 -1.4 0.25
H 0.39242 1.57894 -1.40148 -0.3 -0.5 -1.1 0.06
O 1.84173 0.96873 2.08928 -0.1 -0.4 0.0 -0.61
H 1.90613 1.33895 2.97483 0.1 -0.1 0.1 0.31
H 0.88002 0.76829 2.00514 0.7 0.6 -0.2 0.49
O 2.52428 -1.70945 0.99936 -0.6 -0.9 0.2 -0.58
H 2.49029 -1.04606 1.70319 0.1 0.4 -0.5 0.24
H 2.85550 -1.37068 0.16111 0.3 0.8 0.5 0.31
O 3.04306 -2.76507 -1.41579 -1.2 0.1 -1.6 -0.63
H 3.95208 -2.57611 -1.64783 0.2 -0.3 1.2 0.27
H 2.74590 -2.95712 -0.52501 1.3 -0.3 0.4 0.38
O -0.55650 -1.61600 0.91546 0.6 0.5 -1.1 -0.48
H 0.17609 -1.42905 0.30750 0.5 -0.1 0.4 0.24
H -1.08124 -0.82558 0.72156 -0.7 -0.4 0.1 0.26
O 0.51475 -4.77129 2.01326 0.1 0.0 -0.1 -0.66
H 1.20032 -4.10100 1.89434 -0.2 0.0 0.0 0.32
H -0.30386 -4.37778 1.69390 0.1 0.1 0.1 0.35
O 0.97264 3.30644 -2.28904 0.6 0.2 -0.2 -0.53
H 1.91743 3.44077 -2.44549 -0.1 -0.2 0.2 0.25
H 0.62559 4.16282 -2.55562 -0.4 0.0 0.1 0.26


No. 4
28
Properties=species:S:1:pos:R:3:forces:R:3:mulliken_charge:R:1 method="wB97M-V/def2-TZVPD" lumo_ev=-7.5 de_lowest_kcal_mol=50.5 multiplicity=1 orbital_gap_ha=0.4180 e_homo_ha=-0.69539 largest_force_ev_per_a=7.01 charge=+2
C -3.29540 -2.29938 -0.39089 -5.9 -3.8 0.2 -0.10
C 0.33718 -0.78760 0.94955 -0.2 -2.2 -0.3 -0.60
C 1.14287 1.09432 -0.32869 2.3 -0.2 2.4 -0.94
C 1.57168 -1.60473 0.44708 -1.9 -0.8 3.6 -0.95
C 2.49047 0.37153 -0.60244 -1.1 1.5 -2.7 -1.10
C 0.05927 0.08579 -0.19216 -1.0 1.8 -0.5 0.15
C -1.47566 1.85070 -1.00289 -0.6 2.0 -3.0 -0.80
N -2.29115 -1.82294 -0.37251 4.0 2.2 -0.2 -0.28
N -1.23718 0.86112 -0.09308 0.4 -1.5 2.6 0.94
N -1.92115 0.64186 0.91334 0.1 -2.4 1.8 -0.45
N 2.67370 -0.65574 0.37323 1.8 -1.3 0.8 -0.02
O -3.05247 1.24520 1.03177 -0.4 1.7 -1.6 -0.37
H -4.23923 -2.93733 -0.33802 1.6 1.4 -0.2 0.37
H -3.63808 0.93679 1.76094 1.1 -0.4 0.0 0.43
H -0.50961 -1.47168 1.13296 0.5 0.3 0.0 0.42
H 0.52118 -0.20927 1.84254 0.3 0.0 0.4 0.40
H 1.19701 1.59940 0.63854 0.2 0.4 0.1 0.43
H 1.02350 1.84152 -1.03862 -0.3 1.2 -1.5 0.62
H 1.81936 -2.37926 1.20381 0.0 0.6 -0.3 0.46
H 1.28791 -2.17608 -0.42112 0.6 0.4 -0.9 0.37
H 2.45162 0.10528 -1.66517 0.3 -0.9 0.4 0.37
H 3.36275 0.96011 -0.49212 0.6 1.3 -0.1 0.51
H 0.11396 -0.41977 -1.12741 -1.2 -0.9 -0.8 0.24
H -0.82247 1.59941 -1.85903 -0.8 0.7 0.1 0.34
H -2.52503 1.92150 -1.26005 -0.3 -0.5 -0.4 0.33
H -1.30063 2.85047 -0.60333 0.6 0.0 0.1 0.38
H 2.67922 0.03691 1.17771 0.4 -2.2 0.2 0.44
H 3.57639 -1.23811 0.31605 -1.1 1.6 0.0 0.42


Number 1: electronic energy -8873.389 eV. Number 2: electronic energy -9042.749 eV. Number 3: electronic energy -39518.786 eV. Number 4: electronic energy -15505.992 eV.